[1]
{
  "formula": "C4H7O4",
  "method": "wB97M-V/def2-TZVPD",
  "species": ["O", "C", "O", "C", "C", "C", "O", "H", "H", "H", "H", "H", "H", "H", "O"],
  "xyz": [[0.596877, -1.721579, 2.188784], [0.612115, -0.736819, 1.469113], [1.642817, -0.084622, 1.050634], [-0.790606, -0.083287, 1.098737], [-1.507638, -0.278223, -0.199428], [-0.749709, 0.604031, -1.242839], [-1.303553, 1.549924, -1.740851], [-0.709756, 1.061046, 1.201192], [-1.477008, -0.453294, 2.009020], [-1.608313, -1.316496, -0.691923], [-2.571764, 0.060670, -0.389493], [0.249532, 0.442785, -1.486601], [2.740447, -0.061678, -1.792017], [2.181060, 0.434588, -0.319261], [2.695500, 0.582955, -1.155066]],
  "forces_ev_per_angstrom": [[-0.1657, -0.7106, 0.3073], [0.6994, 1.7937, -1.3166], [-1.3322, -0.7853, 0.5723], [-1.6140, 0.5367, 3.5981], [-0.2551, -0.7513, -3.8852], [-2.6337, -0.2754, 1.0872], [-0.3653, 0.6018, -0.4833], [0.0911, -1.6081, 0.1289], [1.2690, 0.8735, -1.9898], [0.8346, 0.9123, 1.2200], [1.0260, 0.1514, 1.2901], [2.1700, -0.7281, -0.2053], [-0.2825, -2.6149, -1.5177], [0.0409, -1.0381, -0.1587], [0.5174, 3.6422, 1.3529]],
  "e_homo_ev": -5.023,
  "total_charge": -1,
  "lumo_ha": 0.1416
}



[2]
{
  "formula": "C4H7O5Tl",
  "method": "wB97M-V/def2-TZVPD",
  "species": ["Tl", "C", "C", "O", "O", "H", "H", "H", "C", "C", "O", "O", "H", "H", "H", "O", "H"],
  "xyz": [[-1.807175, -0.923076, -1.733810], [2.653265, 1.603294, -1.672780], [2.128535, 0.284804, -1.314170], [2.845505, -0.752936, -1.332130], [0.880155, 0.109874, -1.068830], [2.157755, 2.340454, -1.040980], [2.461215, 1.929114, -2.695070], [3.731165, 1.641484, -1.515410], [-0.849155, -0.916026, 3.193680], [-1.115135, -1.231006, 1.714730], [-0.563965, -2.147336, 1.123980], [-1.909835, -0.497356, 1.139800], [0.140745, -0.475616, 3.313010], [-0.943195, -1.828136, 3.783020], [-1.475045, -0.080626, 3.507490], [-4.021745, 0.354674, -3.152650], [-4.313095, 0.588424, -2.249880]],
  "forces_ev_per_angstrom": [[-0.7272, 0.7028, 0.3549], [0.9069, 0.9388, 0.3801], [-3.1418, 0.1889, -0.5813], [-0.1508, -0.2864, 0.2862], [2.0804, -0.4157, -0.2710], [0.0695, -0.0406, 0.1536], [-0.1821, -0.5656, -0.1286], [0.0119, 0.0975, 0.0213], [0.2689, 0.4096, 0.0247], [0.7389, 0.0089, 1.4186], [1.2188, -1.6644, -0.6346], [-2.0343, 2.1110, -1.5641], [0.3475, -0.4989, -0.3652], [-0.1116, 0.1946, -0.0098], [-0.5678, -0.4760, -0.0042], [1.5534, -0.8503, 1.2390], [-0.2806, 0.1459, -0.3196]],
  "e_homo_ev": [-12.839, -13.373],
  "total_charge": 1,
  "spin_multiplicity": 2,
  "lumo_ha": [-0.3488, -0.3456]
}



[3]
{
  "formula": "C4H7OP",
  "method": "wB97M-V/def2-TZVPD",
  "species": ["C", "C", "P", "C", "O", "C", "H", "H", "H", "H", "H", "H", "H"],
  "xyz": [[0.864134, -1.081190, 0.125454], [-0.430171, -1.458873, 0.166893], [-1.921813, -0.352104, 0.073087], [-0.852676, 1.153391, -0.270645], [0.328621, 1.127787, 0.445839], [1.378652, 0.315999, 0.220763], [1.303796, -1.686143, -0.602810], [-0.689205, -2.358657, -0.542004], [-1.822641, -0.231013, 1.284217], [-1.444543, 2.015786, 0.135797], [-0.833744, 1.629693, -1.257850], [2.190664, 0.515729, 0.917906], [1.928931, 0.409589, -0.696641]],
  "forces_ev_per_angstrom": [[-1.6079, -0.0754, -0.4473], [-0.9376, -1.1343, -3.2249], [1.0783, -0.7699, -5.6333], [-1.8739, 1.4360, 0.3976], [-0.2255, 3.0799, 1.2626], [0.3752, -2.2820, -0.0443], [1.9378, -1.3611, -0.2654], [0.9260, 1.0554, 1.9601], [-0.3142, 1.3980, 6.6677], [0.3736, -0.7184, 0.5881], [0.7389, -1.2557, -0.7210], [-0.4259, -0.0750, 0.7439], [-0.0448, 0.7024, -1.2837]],
  "e_homo_ev": -9.105,
  "total_charge": 0,
  "smiles": "C1=CPCOC1",
  "lumo_ha": 0.0323
}



[4]
{
  "formula": "C4H7OP",
  "method": "wB97M-V/def2-TZVPD",
  "species": ["C", "C", "C", "C", "O", "P", "H", "H", "H", "H", "H", "H", "H"],
  "xyz": [[1.057438, 0.404495, -0.939194], [1.544074, -0.605327, -0.206247], [0.024120, 1.048234, -0.173338], [-0.606771, -0.269095, 0.396112], [-1.777078, 0.660104, 1.415257], [0.484012, -1.597691, 0.889574], [1.692581, 0.905341, -1.763990], [2.489268, -0.932418, -0.543105], [0.215849, 1.721610, 0.634072], [-0.996600, 1.339130, -0.845212], [-2.774089, 0.599599, 1.486914], [-1.392322, -0.820968, -0.078506], [0.039519, -2.453013, -0.272337]],
  "forces_ev_per_angstrom": [[3.4884, 1.4921, 0.0629], [1.3813, -0.8846, -2.0335], [-6.8529, -1.8730, -2.7385], [-4.9616, 3.0252, 2.3707], [1.0735, -0.6642, 0.2194], [0.7082, -0.3092, -0.2254], [-1.1836, -0.8607, 1.4022], [1.0518, -1.0419, -0.1075], [0.2905, 0.5664, 0.1267], [3.0729, 0.3132, 1.7273], [1.7950, -1.0588, -0.7690], [-0.2956, 0.6872, -1.4125], [0.4321, 0.6082, 1.3773]],
  "e_homo_ev": -9.211,
  "total_charge": 0,
  "lumo_ha": 0.0150
}



[5]
{
  "formula": "C4H7OP",
  "method": "wB97M-V/def2-TZVPD",
  "species": ["C", "C", "C", "C", "P", "O", "H", "H", "H", "H", "H", "H", "H"],
  "xyz": [[1.687940, -0.723488, -0.595738], [1.057293, 0.214166, 0.369848], [0.206538, -0.215608, 1.258791], [-1.086018, -0.280823, 1.309290], [-1.657670, 0.668996, -0.214676], [-0.398780, 1.016180, -0.863036], [0.999093, -1.187583, -1.170058], [2.273981, -1.353125, -0.059028], [2.260229, -0.257067, -1.440749], [1.579177, 1.088589, 0.539930], [-1.742360, -0.573905, 2.036069], [-2.604914, 1.717325, -0.098579], [-2.574508, -0.113657, -1.072064]],
  "forces_ev_per_angstrom": [[0.9453, 3.3708, -1.5380], [1.2900, -1.3400, -0.5358], [-0.5182, -0.7904, 1.1528], [-0.3389, 1.6818, -1.8324], [-2.6329, -1.8232, 0.2483], [1.1686, 1.6237, -2.4192], [-2.6538, -2.1199, -1.1761], [1.8836, -2.1777, 1.2235], [0.0149, 0.2373, 1.2870], [0.7600, 2.0025, 0.3564], [-1.4036, -0.9722, 1.7219], [0.4902, 0.1118, 0.6722], [0.9948, 0.1956, 0.8394]],
  "e_homo_ev": -8.875,
  "total_charge": 0,
  "smiles": "CC=C=C[PH2]=O",
  "lumo_ha": 0.0385
}



[6]
{
  "formula": "C4H7OPS2",
  "method": "wB97M-V/def2-TZVPD",
  "species": ["C", "C", "C", "C", "O", "P", "S", "S", "H", "H", "H", "H", "H", "H", "H"],
  "xyz": [[1.062366, 1.364366, 0.151299], [1.352807, 0.119967, 0.816614], [0.322773, 1.227056, -1.109049], [-0.923299, -1.079732, 0.031415], [-2.584140, -2.912830, 1.372921], [-2.486858, -1.883713, 0.340159], [-0.126265, -0.725715, 1.489520], [-0.374249, -0.420375, -1.435179], [0.525935, 1.930378, 0.853293], [1.953930, 1.919722, -0.029638], [1.851104, -0.600344, 0.132296], [2.100487, 0.242227, 1.505254], [-0.619750, 1.980653, -1.268028], [0.963477, 1.341873, -1.956479], [-3.018317, -2.503533, -0.894399]],
  "forces_ev_per_angstrom": [[-0.0723, 1.3774, 0.0534], [-0.2122, -3.3000, -1.4991], [-3.8777, 1.1859, -1.4916], [-1.5317, -0.5373, -0.1366], [0.0547, -0.7621, 1.7249], [0.2244, 0.5326, -2.6142], [1.4024, 0.3661, 1.0217], [-0.3704, -0.5650, -0.7649], [-0.9642, 1.1355, 0.8488], [0.9287, 0.3820, -0.1579], [-0.5091, 0.1974, 0.1050], [1.2811, 0.3195, 2.5601], [2.4812, -1.5498, 0.5868], [0.3562, 0.2209, -0.6656], [0.8087, 0.9969, 0.4292]],
  "e_homo_ev": [-7.526, -7.542],
  "total_charge": 0,
  "lumo_ha": [-0.0226, -0.0226]
}



[7]
{
  "formula": "C4H7P",
  "method": "wB97M-V/def2-TZVPD",
  "species": ["C", "C", "C", "C", "P", "H", "H", "H", "H", "H", "H", "H"],
  "xyz": [[1.644794, -0.748958, 2.893705], [-0.915036, 1.470475, -1.064313], [-0.948374, -0.053439, -0.591763], [-0.658007, 1.044873, 0.360453], [2.422576, 0.061513, 1.723536], [1.702013, -1.809918, 3.230227], [0.910638, -0.386086, 3.583507], [-0.222811, 1.819349, -1.799907], [-1.969218, 1.794624, -1.075737], [-1.992822, -0.485272, -0.479883], [-0.158300, -0.649006, -1.055119], [-1.234007, 1.366458, 1.215832]],
  "forces_ev_per_angstrom": [[-0.3585, -1.6439, 1.1015], [-2.0146, -1.6638, 2.2776], [-1.0212, 1.1385, -0.0207], [0.6191, -0.1028, -1.5002], [0.0549, 0.1163, -0.3682], [0.7188, 0.4258, -0.8855], [-0.5472, 1.1113, 0.0774], [0.3585, 0.0739, -0.0770], [0.7592, 0.5749, -0.7585], [1.5964, 0.1579, -0.4325], [-0.2947, -0.0595, 0.5345], [0.1292, -0.1285, 0.0517]],
  "e_homo_ev": [-8.373, -8.031],
  "total_charge": 0,
  "lumo_ha": [-0.0216, 0.0007]
}



[8]
{
  "formula": "C4H7PS",
  "method": "wB97M-V/def2-TZVPD",
  "species": ["S", "C", "C", "C", "C", "P", "H", "H", "H", "H", "H", "H", "H"],
  "xyz": [[-1.084287, -1.050677, -2.067837], [0.112215, -0.816845, -0.724358], [0.437473, 0.762521, -0.508806], [0.092878, 1.220925, 0.955495], [-0.470787, 0.323510, 1.802464], [-0.782017, -1.278239, 0.917832], [-0.415442, -0.803189, -3.234047], [1.122560, -1.392762, -0.898182], [-0.274106, 1.418887, -1.102730], [1.530366, 1.130368, -0.666121], [0.466402, 2.270447, 1.095934], [-0.992614, 0.378046, 2.770023], [0.257360, -2.162991, 1.660332]],
  "forces_ev_per_angstrom": [[-0.3748, -0.4477, -0.2348], [2.4118, 1.3942, 0.5106], [0.1666, 0.7898, 1.1514], [0.6453, -0.6212, -0.2085], [0.0422, 0.0258, -1.9069], [1.0579, -1.0879, 0.6054], [0.2277, 0.0508, 0.8441], [-2.1600, 0.9708, 0.3964], [1.0473, -0.9681, 0.1294], [-1.7912, -1.0018, -0.2482], [-0.9610, -0.9567, 0.5138], [0.8165, 0.5963, -0.3562], [-1.1283, 1.2556, -1.1966]],
  "e_homo_ev": -8.620,
  "total_charge": 0,
  "smiles": "S[C@H]1CC=CP1",
  "lumo_ha": 0.0284
}